Record 1
DFT (ωB97M-V/def2-TZVPD) results for a cluster of 5 separate species, C51H71BrF4NO6 in total at a distorted geometry.

Results
Highest occupied orbital energy: -10.23 eV
Maximum force: 9.0 eV Å⁻¹
Total charge: +1

Structure (XYZ):
```
134
C51H71BrF4NO6 | the OMol25 dataset | ωB97M-V/def2-TZVPD
C 9.394 -4.238 3.880
O 8.101 -3.540 4.094
C 7.658 -3.139 2.749
C 6.111 -3.742 2.579
C 5.182 -2.887 3.632
C 4.240 -1.867 2.761
C 4.549 -0.263 3.026
C 3.506 0.740 2.200
C 1.996 0.382 2.758
C 1.272 -0.568 1.634
C -0.185 -1.038 2.246
C -0.252 -2.678 2.571
C -1.839 -3.187 2.464
C -1.821 -4.379 1.333
Br -1.962 -3.477 -0.492
C -2.921 -5.568 1.557
C -3.408 -6.207 0.090
C -4.164 -5.204 2.557
C -5.521 -4.663 1.741
C -5.249 -3.329 0.831
C -6.587 -2.326 0.874
O -6.030 -0.938 0.743
C -5.505 -0.713 -0.613
C -3.849 -4.124 3.736
C -4.399 -4.730 5.193
C -5.668 -3.782 5.735
O -5.643 -3.396 7.013
O -6.781 -3.328 4.884
C -6.839 -1.848 4.808
C -8.224 -1.012 5.230
O -5.829 -1.064 4.362
N -2.439 -3.585 3.800
C -2.443 -2.431 4.802
C -1.664 -2.739 6.207
O -0.382 -3.443 6.089
H 10.074 -3.673 3.107
H 9.981 -4.291 4.906
H 9.194 -5.346 3.517
H 8.284 -3.583 1.866
H 7.545 -1.960 2.683
H 6.027 -4.873 2.883
H 5.812 -3.629 1.453
H 5.812 -2.219 4.383
H 4.509 -3.627 4.255
H 4.345 -2.022 1.583
H 3.111 -2.163 3.011
H 4.370 -0.094 4.191
H 5.637 0.062 2.707
H 3.747 1.880 2.447
H 3.513 0.565 1.043
H 1.353 1.361 2.939
H 2.047 -0.209 3.768
H 1.062 0.074 0.652
H 1.901 -1.492 1.284
H -0.994 -0.719 1.430
H -0.431 -0.386 3.202
H 0.448 -3.175 1.777
H 0.224 -2.865 3.622
H -2.437 -2.213 2.118
H -0.757 -4.922 1.298
H -2.333 -6.468 2.079
H -3.896 -7.245 0.359
H -4.105 -5.488 -0.515
H -2.396 -6.425 -0.492
H -4.516 -6.252 3.010
H -5.933 -5.585 1.116
H -6.366 -4.402 2.520
H -5.075 -3.546 -0.321
H -4.353 -2.662 1.180
H -7.235 -2.554 -0.078
H -7.200 -2.459 1.865
H -6.239 -1.011 -1.474
H -5.319 0.459 -0.731
H -4.475 -1.225 -0.838
H -4.556 -3.184 3.527
H -3.572 -4.761 6.020
H -4.843 -5.808 5.110
H -7.936 0.143 5.310
H -8.683 -1.370 6.245
H -8.935 -1.107 4.303
H -1.838 -4.392 4.150
H -3.545 -2.088 5.108
H -1.955 -1.434 4.364
H -1.413 -1.675 6.688
H -2.299 -3.303 7.020
H -0.492 -4.435 6.205
F -6.389 -0.959 -4.406
C -5.965 0.294 -4.622
C -6.050 1.231 -3.598
C -5.604 2.533 -3.821
C -5.088 2.887 -5.070
C -5.011 1.941 -6.093
C -5.447 0.636 -5.866
H -6.462 0.940 -2.637
H -5.659 3.271 -3.025
H -4.744 3.905 -5.245
H -4.613 2.220 -7.065
H -5.387 -0.115 -6.647
F -1.833 3.923 -4.785
C -1.139 3.002 -4.102
C 0.201 3.232 -3.811
C 0.922 2.276 -3.096
C 0.297 1.095 -2.688
C -1.048 0.872 -2.989
C -1.771 1.833 -3.694
H 0.672 4.151 -4.144
H 1.969 2.449 -2.857
H 0.861 0.347 -2.134
H -1.531 -0.050 -2.674
H -2.819 1.679 -3.929
F 3.324 2.901 -4.865
C 3.989 4.006 -5.227
C 3.615 4.681 -6.384
C 4.304 5.835 -6.759
C 5.368 6.293 -5.979
C 5.740 5.605 -4.823
C 5.043 4.458 -4.442
H 2.791 4.305 -6.981
H 4.014 6.375 -7.657
H 5.908 7.190 -6.274
H 6.571 5.962 -4.219
H 5.313 3.916 -3.542
F 5.951 8.826 -7.525
C 6.653 9.863 -7.048
C 7.913 9.644 -6.503
C 8.646 10.724 -6.012
C 8.105 12.011 -6.062
C 6.837 12.220 -6.606
C 6.109 11.141 -7.107
H 8.313 8.636 -6.466
H 9.635 10.564 -5.591
H 8.675 12.853 -5.674
H 6.417 13.222 -6.640
H 5.126 11.287 -7.542
```



Record 2
DFT (ωB97M-V/def2-TZVPD) results for a structure of composition C51H72AsBCaN8S5.

Results
Highest occupied orbital energy: -12.64 eV
Relative energy (zero: lowest compared OMol25 entry of this formula, charge and spin): 0.0 kcal/mol
Maximum force: 0.9 eV Å⁻¹
Total charge: +2

Structure (XYZ):
```
139
C51H72AsBCaN8S5 | the OMol25 dataset | ωB97M-V/def2-TZVPD
Ca 1.448 0.008 -0.509
C -0.324 -5.665 0.946
C -1.344 -4.583 1.063
C -2.411 -4.594 1.930
C -3.320 -3.510 2.023
N -3.200 -2.453 1.243
N -2.195 -2.480 0.401
B -1.638 -1.407 -0.572
N -1.598 -0.025 0.162
N -2.490 0.827 -0.402
C -2.838 1.903 0.230
C -2.286 2.208 1.507
C -1.391 1.372 2.090
C -0.805 1.635 3.437
C -1.022 0.176 1.373
S 0.120 -0.914 1.983
C -3.928 2.758 -0.397
C -4.140 2.387 -1.866
C -5.220 2.476 0.386
C -3.572 4.244 -0.287
N -2.387 -1.252 -1.887
N -3.665 -1.659 -1.845
C -4.394 -1.498 -2.913
C -3.848 -0.904 -4.081
C -2.554 -0.486 -4.119
C -1.951 0.165 -5.318
C -1.782 -0.676 -2.931
S -0.144 -0.159 -2.848
C -5.848 -1.928 -2.856
C -6.728 -0.686 -3.058
C -6.177 -2.564 -1.507
C -6.112 -2.939 -3.979
C -1.266 -3.418 0.291
S -0.185 -2.737 -0.901
C -4.467 -3.457 3.022
C -5.778 -3.252 2.253
C -4.222 -2.263 3.955
C -4.561 -4.737 3.851
H -0.617 -6.544 1.516
H 0.641 -5.315 1.320
H -0.187 -5.951 -0.097
H -2.553 -5.449 2.576
H -2.602 3.105 2.024
H -1.167 2.583 3.831
H 0.285 1.650 3.394
H -1.073 0.833 4.127
H -4.423 1.340 -1.975
H -3.238 2.557 -2.456
H -4.940 3.004 -2.277
H -5.502 1.425 0.298
H -6.033 3.086 -0.009
H -5.109 2.714 1.446
H -2.591 4.455 -0.717
H -3.579 4.600 0.744
H -4.308 4.835 -0.832
H -4.479 -0.774 -4.951
H -2.654 0.166 -6.148
H -1.037 -0.348 -5.618
H -1.672 1.195 -5.086
H -6.584 0.033 -2.248
H -7.778 -0.979 -3.069
H -6.518 -0.182 -4.003
H -5.985 -1.877 -0.684
H -5.585 -3.464 -1.334
H -7.232 -2.840 -1.490
H -5.977 -2.502 -4.969
H -7.142 -3.290 -3.916
H -5.454 -3.806 -3.894
H -5.752 -2.328 1.677
H -6.610 -3.198 2.957
H -5.969 -4.080 1.567
H -4.179 -1.331 3.391
H -3.286 -2.379 4.506
H -5.034 -2.191 4.679
H -4.745 -5.616 3.230
H -5.398 -4.650 4.543
H -3.664 -4.909 4.449
S 3.885 -1.295 -0.339
C 4.911 -0.405 0.649
N 6.214 -0.373 0.440
C 7.124 0.150 1.464
C 6.535 -0.136 2.820
N 5.212 0.480 2.879
C 4.813 1.038 4.187
C 4.610 -0.070 5.187
C 5.535 -0.284 6.201
C 5.361 -1.327 7.101
C 4.261 -2.161 6.986
C 3.331 -1.949 5.976
C 3.501 -0.907 5.080
C 4.387 0.382 1.847
S 2.871 1.061 1.798
C 6.794 -0.864 -0.827
C 6.480 0.054 -1.986
C 5.990 -0.473 -3.173
C 5.745 0.356 -4.260
C 5.985 1.718 -4.163
C 6.470 2.252 -2.976
C 6.714 1.423 -1.892
H 7.283 1.221 1.318
H 8.079 -0.358 1.348
H 7.148 0.308 3.601
H 6.467 -1.210 3.014
H 3.908 1.618 4.033
H 5.608 1.714 4.505
H 6.390 0.376 6.300
H 6.082 -1.482 7.892
H 4.122 -2.972 7.689
H 2.465 -2.593 5.894
H 2.767 -0.737 4.299
H 6.406 -1.864 -1.014
H 7.869 -0.941 -0.670
H 5.797 -1.536 -3.250
H 5.372 -0.065 -5.184
H 5.807 2.362 -5.015
H 6.675 3.313 -2.900
H 7.113 1.852 -0.980
C -0.396 3.726 -2.621
C 0.557 3.925 -1.449
As 2.095 2.707 -1.530
C 3.441 3.708 -0.512
C 3.875 5.032 -1.125
C 2.764 2.980 -3.351
C 2.289 1.967 -4.381
H -1.261 4.385 -2.534
H -0.756 2.696 -2.669
H 0.087 3.956 -3.572
H 0.048 3.739 -0.499
H 0.934 4.948 -1.414
H 4.291 3.033 -0.389
H 3.019 3.854 0.485
H 4.389 4.890 -2.076
H 4.562 5.553 -0.458
H 3.032 5.701 -1.301
H 3.851 2.927 -3.255
H 2.520 4.003 -3.644
H 2.601 0.954 -4.115
H 2.720 2.195 -5.357
H 1.205 1.954 -4.487
```